# 1
This record from OMol25 describes a cluster of 2 separate species, C15H16O2S in total in a non-equilibrium geometry. The level of theory is wB97M-V/def2-TZVPD.

As for the spin multiplicity: 1. The value obtained for the energy above the lowest of the compared OMol25 structures with the same formula, charge and spin is 670.84 kJ/mol. The calculation puts the HOMO-LUMO gap at 7.77 eV. As for the LUMO energy: -0.058 Ha. The value obtained for the total energy is -30736.484 eV. Its SMILES is O=C1C=CC(=O)C(CCCS)=C1.c1ccccc1. The calculation puts the HOMO energy at -9.352 eV. The charge is 0.

Last column: Löwdin charge in e.
Positions of all 34 atoms, in Å:
O1 -0.32 -3.68 2.67  -0.04
C1 0.10 -2.59 2.00  -0.22
C2 -0.86 -1.73 0.94  0.02
C3 -0.26 -1.28 -0.38  0.02
C4 1.34 -1.71 -0.59  -0.17
O2 1.84 -2.14 -1.76  -0.04
C5 2.26 -1.58 0.80  -0.10
C6 3.78 -0.96 0.86  -0.17
C7 3.65 0.50 1.67  -0.28
C8 4.92 1.50 1.39  -0.53
S1 4.63 2.38 -0.27  0.59
C9 1.66 -2.02 2.12  0.05
H1 -1.97 -1.46 1.22  0.11
H2 -0.85 -0.68 -1.19  0.10
H3 4.50 -1.70 1.42  0.13
H4 4.23 -0.82 -0.23  0.11
H5 2.68 1.03 1.26  0.11
H6 3.44 0.27 2.80  0.11
H7 4.89 2.36 2.22  0.09
H8 5.96 0.95 1.44  0.09
H9 4.11 1.39 -1.12  -0.13
H10 2.24 -1.94 3.15  0.13
C10 -5.17 1.72 -0.74  -0.09
C11 -4.57 0.48 -0.51  -0.10
C12 -3.74 -0.08 -1.47  -0.11
C13 -3.49 0.60 -2.67  -0.10
C14 -4.09 1.84 -2.90  -0.09
C15 -4.93 2.40 -1.93  -0.09
H11 -5.82 2.16 0.01  0.10
H12 -4.76 -0.05 0.42  0.10
H13 -3.28 -1.05 -1.30  0.09
H14 -2.84 0.16 -3.42  0.10
H15 -3.89 2.37 -3.82  0.10
H16 -5.39 3.37 -2.11  0.10



# 2
This record from OMol25 describes an isolated molecule of C15H16O4 in a non-equilibrium geometry. The level of theory is wB97M-V/def2-TZVPD.

As for the spin multiplicity: 1. The value obtained for the energy above the lowest of the compared OMol25 structures with the same formula, charge and spin is 299.80 kJ/mol. The calculation puts the HOMO-LUMO gap at 9.28 eV. As for the LUMO energy: -0.011 Ha. The value obtained for the total energy is -24001.338 eV. Its SMILES is C=C[C@]12CC[C@H]3C(=C)C(=O)O[C@@H]3[C@H]1C(=C)C(=O)OC2. The calculation puts the HOMO energy at -9.593 eV. The charge is 0.

Last column: Löwdin charge in e.
Positions of all 35 atoms, in Å:
O1 2.99 -2.54 0.72  0.08
O2 -3.21 -3.19 -0.53  0.13
O3 2.82 -0.58 -0.45  0.05
O4 -1.25 -2.15 0.20  0.08
C1 2.38 -1.53 0.36  -0.46
C2 -2.47 -2.22 -0.51  -0.38
C3 2.82 1.96 1.68  0.03
C4 1.12 -1.88 2.45  0.16
C5 -3.72 -0.73 -2.20  0.16
C6 1.50 1.99 1.33  -0.07
C7 1.23 -1.25 1.22  -0.18
C8 -2.73 -0.99 -1.23  -0.16
C9 1.92 0.52 -0.85  -0.04
C10 -0.20 1.86 -0.56  -0.13
C11 -1.28 1.12 -1.34  -0.18
C12 0.85 1.04 0.23  -0.32
C13 -0.72 -0.87 -0.16  -0.26
C14 0.23 -0.25 0.82  -0.19
C15 -1.87 0.03 -0.56  -0.26
H1 3.29 2.74 2.37  0.08
H2 3.59 1.25 1.41  0.06
H3 0.32 -1.60 3.11  0.07
H4 1.91 -2.63 2.82  0.12
H5 -4.38 -1.48 -2.73  0.09
H6 -3.75 0.21 -2.74  0.06
H7 0.93 2.69 1.89  0.09
H8 2.62 1.36 -1.02  0.13
H9 1.40 0.22 -1.82  0.15
H10 0.28 2.63 -1.25  0.15
H11 -0.74 2.42 0.21  0.12
H12 -2.08 1.80 -1.58  0.12
H13 -0.92 0.75 -2.37  0.16
H14 -0.18 -1.09 -1.08  0.16
H15 -0.28 -0.02 1.76  0.16
H16 -2.41 0.41 0.42  0.22



# 3
This record from OMol25 describes a structure of composition C15H17B2CuF4N5O4S in a non-equilibrium geometry. The level of theory is wB97M-V/def2-TZVPD.

As for the spin multiplicity: 2. The calculation puts the HOMO-LUMO gap (alpha / beta) at 6.11 / 6.15 eV. As for the LUMO energy (alpha / beta): -0.350 / -0.350 Ha. The value obtained for the total energy is -99152.865 eV. The calculation puts the HOMO energy (alpha / beta) at -15.636 / -15.685 eV. The charge is +2.

Last column: Mulliken spin population.
Positions of all 49 atoms, in Å:
Cu1 0.37 0.40 1.14  0.58
C1 2.18 -2.82 -1.24  0.01
C2 1.14 -1.97 -0.54  0.02
N1 1.45 -0.91 0.13  0.08
O1 2.76 -0.64 0.18  0.02
B1 3.19 -0.16 1.58  0.02
F1 2.23 -0.64 2.46  0.00
F2 4.50 -0.49 1.68  0.00
O2 3.06 1.40 1.53  0.02
N2 1.80 1.79 1.36  0.10
C3 1.46 3.03 1.44  0.01
C4 2.39 4.08 1.98  0.01
C5 0.05 3.24 1.16  -0.01
N3 -0.66 2.16 1.09  0.06
O3 -1.97 2.20 0.60  0.01
B2 -2.98 2.42 1.48  0.00
F3 -2.77 2.64 2.72  0.00
F4 -4.18 2.38 0.93  0.00
O4 -2.12 -0.61 1.62  0.00
N4 -1.18 -0.68 0.87  0.07
C6 -1.45 -1.29 -0.50  0.02
C7 -2.86 -1.72 -0.67  0.00
C8 -0.50 4.64 1.00  0.00
H1 1.81 -3.81 -1.52  0.00
H2 3.09 -2.98 -0.66  0.00
H3 2.43 -2.12 -2.17  0.00
H4 1.98 4.97 2.35  0.00
H5 3.03 4.63 1.25  0.00
H6 3.10 3.64 2.76  0.00
H7 -3.20 -2.13 0.28  0.00
H8 -3.07 -2.23 -1.64  0.00
H9 -3.53 -0.82 -0.79  0.00
H10 0.00 5.33 1.81  0.00
H11 -1.62 4.65 1.13  0.00
H12 -0.38 4.99 -0.01  0.00
S1 -0.78 -4.96 -1.34  0.00
C9 -0.66 -4.52 0.36  0.00
N5 -0.65 -3.32 0.73  0.00
C10 -0.35 -2.47 -0.48  -0.02
C11 -1.09 -0.20 -1.38  -0.02
C12 -0.80 -0.34 -2.71  0.01
C13 -0.58 -1.52 -3.48  0.00
C14 -0.51 -2.86 -3.08  0.00
C15 -0.57 -3.31 -1.77  0.00
H13 -0.76 -5.45 0.97  0.00
H14 -1.25 0.77 -0.92  0.00
H15 -0.78 0.53 -3.30  0.00
H16 -0.46 -1.23 -4.49  0.00
H17 -0.33 -3.67 -3.84  0.00